{
  "formula": "C3H5N3",
  "method": "ωB97M-V/def2-TZVPD",
  "smiles": "[H]/N=C1/CNC=N1",
  "e_homo_ev": -9.0,
  "total_charge": 0,
  "homo_lumo_gap_ev": 9.8,
  "symbols": ["N", "H", "N", "H", "C", "H", "N", "C", "H", "H", "C"],
  "xyz": [[-1.1902, 0.5613, 0.2239], [-2.0269, 1.1149, 0.1070], [2.0941, -0.2900, 0.0711], [2.6451, -1.1279, 0.1673], [0.8400, -0.4045, -0.0886], [0.1298, 1.3096, -1.2653], [-0.1135, -1.4420, 0.0474], [0.1458, 0.9211, -0.2420], [0.8860, 1.4837, 0.3416], [-2.1788, -1.3190, 0.4113], [-1.2313, -0.8072, 0.2263]]
}